(1)
{
  "formula": "C20H20N6",
  "method": "the ωB97M-V functional and the def2-TZVPD basis",
  "symbols": ["H", "N", "C", "N", "C", "N", "H", "N", "C", "C", "C", "N", "C", "C", "C", "C", "C", "C", "C", "C", "N", "C", "C", "C", "C", "C", "C", "C", "H", "H", "H", "H", "H", "H", "H", "H", "H", "H", "H", "H", "H", "H", "H", "H", "H", "H"],
  "positions_angstrom": [[0.0353, -2.2860, 2.5496], [-0.0580, -1.9762, 3.4765], [-0.0459, -0.7578, 3.6183], [-0.3343, -0.3758, 4.8876], [-0.0870, 0.9245, 5.1274], [0.0411, 1.2245, 6.3472], [0.0291, 2.2315, 6.4684], [0.2233, 1.9298, 4.1669], [0.1365, 1.4597, 2.8229], [1.1242, 2.4343, 2.2235], [-1.3693, 1.7034, 2.4497], [0.3372, 0.0544, 2.5859], [1.0618, -0.5017, 1.4317], [2.1851, -1.3923, 1.5909], [2.7025, -2.1421, 0.5197], [2.2070, -2.0416, -0.7712], [1.0812, -1.2172, -0.9438], [0.4325, -1.2052, -2.2387], [-0.0969, -0.1884, -2.9695], [0.0424, 1.1942, -2.6012], [0.2381, 2.3224, -2.3113], [-0.9650, -0.3577, -4.1664], [-1.7857, -1.5345, -4.2467], [-2.6484, -1.6032, -5.3187], [-2.4344, -0.7124, -6.4536], [-1.6230, 0.3247, -6.4100], [-0.9132, 0.5724, -5.2202], [0.6552, -0.4442, 0.1064], [0.1937, -1.0390, 5.4569], [1.1768, 2.3715, 4.3995], [2.0742, 2.4220, 2.7326], [1.4827, 2.1873, 1.1807], [0.6677, 3.4049, 2.2280], [-1.6794, 2.7103, 2.8306], [-2.0595, 0.9320, 2.8367], [-1.4601, 1.6518, 1.3668], [2.5247, -1.5124, 2.5410], [3.6632, -2.7057, 0.6477], [2.8085, -2.6389, -1.4713], [0.4324, -2.1784, -2.6432], [-1.9407, -2.2211, -3.4074], [-3.3622, -2.4462, -5.3208], [-2.9349, -0.9703, -7.4057], [-1.5978, 1.0202, -7.2766], [0.0036, 1.2277, -5.2681], [-0.1641, 0.1449, -0.1486]],
  "atomic_forces_ev_per_a": [[0.450, -0.472, -1.271], [-0.759, -4.248, 0.713], [0.563, -1.215, -2.190], [0.605, 0.771, -1.403], [1.533, 3.180, 3.207], [-0.739, 0.407, 1.459], [0.482, 0.065, 0.028], [1.089, -1.853, 1.836], [-1.718, 2.177, -1.199], [0.683, -1.070, -3.462], [0.260, 1.070, -0.302], [1.952, 0.998, -0.591], [1.495, -1.981, 0.185], [-2.150, 0.996, -2.169], [1.317, 0.733, 0.672], [0.235, -0.402, 1.166], [2.121, -0.356, -0.595], [-0.409, 1.544, -0.633], [-0.234, -0.316, 0.375], [1.111, 3.198, 1.446], [-0.708, -3.291, -0.876], [0.328, -0.952, -0.480], [-0.882, 1.886, 0.064], [0.965, -0.170, -1.291], [-3.105, -3.931, 0.194], [1.340, 2.748, 0.232], [1.954, -0.760, 0.045], [-1.152, 0.450, 0.944], [-0.917, 0.398, 0.638], [-2.177, -1.274, -0.241], [0.191, 0.064, 0.681], [-0.951, 0.317, 0.705], [0.032, 0.544, -0.008], [0.123, -0.877, -0.507], [0.578, 0.265, 0.206], [-0.159, 0.174, -0.190], [1.232, -0.514, 2.562], [-1.202, 0.391, 0.213], [-1.077, 0.474, -0.404], [-0.417, -0.971, -0.846], [0.415, 0.367, -0.243], [0.353, 0.696, -0.472], [-0.021, 0.317, 0.752], [0.429, -0.619, 0.742], [-1.557, -0.095, 0.400], [-1.502, 1.137, -0.094]],
  "relative_energy_kcal_mol": 99.6,
  "homo_lumo_gap_ev": 7.855,
  "smiles": "[H]/N=C1/N/C(=N/[H])NC(C)(C)N1c1cccc(/C=C(\\C#N)c2ccccc2)c1"
}

(2)
{
  "formula": "C20H40AsCoF6O15",
  "method": "the ωB97M-V functional and the def2-TZVPD basis",
  "symbols": ["Co", "As", "F", "F", "F", "F", "F", "F", "C", "C", "O", "C", "O", "O", "C", "H", "H", "H", "H", "H", "H", "H", "H", "C", "C", "O", "C", "O", "O", "C", "H", "H", "H", "H", "H", "H", "H", "H", "C", "C", "O", "C", "O", "O", "C", "H", "H", "H", "H", "H", "H", "H", "H", "C", "C", "O", "C", "O", "O", "C", "H", "H", "H", "H", "H", "H", "H", "H", "C", "C", "O", "C", "O", "O", "C", "H", "H", "H", "H", "H", "H", "H", "H"],
  "positions_angstrom": [[0.3552, -0.2921, -0.6141], [0.8320, -3.8245, -1.5707], [1.8497, -3.8289, -2.9772], [0.9223, -2.0106, -1.4530], [-0.2681, -3.8457, -0.2096], [0.7680, -5.5519, -1.6695], [2.2180, -3.7289, -0.5077], [-0.5746, -3.6240, -2.5944], [2.1438, 3.8687, -0.3571], [3.1352, 2.9682, 0.3705], [3.9064, 2.1052, -0.4872], [3.3957, 0.9856, -0.9195], [2.2851, 0.5587, -0.6944], [4.3405, 0.2775, -1.5088], [4.3034, -1.1220, -1.4741], [2.3962, 4.2892, -1.3270], [1.9511, 4.6518, 0.3808], [1.1998, 3.3365, -0.5032], [2.5622, 2.3718, 1.0822], [3.9298, 3.4894, 0.8976], [4.6597, -1.5588, -0.5378], [4.8307, -1.5514, -2.3230], [3.3290, -1.6184, -1.5721], [-3.7492, -4.7571, 0.3489], [-3.9179, -3.3564, 0.9331], [-2.7466, -2.5553, 0.7235], [-2.5246, -1.9134, -0.3965], [-1.6160, -1.1312, -0.5236], [-3.3810, -2.2309, -1.3371], [-3.1880, -1.6834, -2.6370], [-4.0903, -5.5640, 0.9912], [-2.6614, -4.8585, 0.2889], [-4.2039, -4.7923, -0.6368], [-4.0198, -3.4255, 2.0151], [-4.8212, -2.8897, 0.5419], [-2.3913, -2.2486, -3.1355], [-2.8565, -0.6494, -2.6209], [-4.0349, -1.9205, -3.2734], [-0.8181, 2.6586, 4.3873], [0.3246, 3.0435, 3.4531], [0.4874, 2.2386, 2.2891], [-0.4998, 2.2052, 1.4077], [-0.5345, 1.4111, 0.5074], [-1.3424, 3.2158, 1.5449], [-2.5117, 3.1446, 0.7567], [-1.1411, 3.5129, 4.9897], [-0.6641, 1.8444, 5.0914], [-1.7422, 2.5103, 3.8209], [1.2707, 2.9905, 3.9886], [0.2090, 4.1140, 3.2740], [-2.3326, 3.4098, -0.2945], [-3.2290, 3.9175, 1.0251], [-2.9504, 2.1491, 0.7263], [3.6039, -0.0687, 4.1969], [2.3698, -0.9559, 4.1068], [1.5383, -0.5837, 3.0218], [0.8158, -1.4526, 2.3470], [0.3908, -1.1934, 1.2495], [0.6165, -2.5579, 3.0263], [-0.5997, -3.2880, 2.9182], [4.1309, -0.1931, 5.1435], [3.4362, 0.9957, 4.0476], [4.3446, -0.4242, 3.4751], [1.9063, -0.9668, 5.0981], [2.6690, -1.9937, 3.9494], [-0.7302, -3.8353, 1.9871], [-1.4036, -2.5915, 3.1607], [-0.6211, -4.0546, 3.6936], [-2.4066, 2.8417, -3.0176], [-0.9358, 3.2021, -3.1586], [-0.2216, 2.2363, -3.9311], [0.0070, 1.0458, -3.4769], [-0.0525, 0.6846, -2.3257], [0.2177, 0.1576, -4.4157], [0.4412, 0.4951, -5.7666], [-2.8661, 3.6836, -2.4847], [-2.6265, 2.0273, -2.3252], [-2.9522, 2.7503, -3.9541], [-0.5315, 3.2758, -2.1464], [-0.8545, 4.1854, -3.6097], [1.0119, 1.4260, -5.8034], [-0.4571, 0.6921, -6.3596], [0.9643, -0.2751, -6.3260]],
  "atomic_forces_ev_per_a": [[-0.600, -0.035, 0.711], [-0.138, -1.417, -0.450], [-0.204, 0.631, 0.600], [0.008, 0.203, -0.452], [0.497, 0.218, -0.201], [0.062, 0.690, 0.385], [-0.573, -0.408, -0.333], [0.504, 0.134, 0.319], [-0.419, -0.209, 0.715], [-0.150, -0.146, -0.433], [-0.014, 0.347, -0.431], [0.869, -1.364, 0.702], [-0.954, 0.309, 0.236], [0.366, 0.960, -0.296], [-1.035, -2.548, -0.235], [0.616, 0.067, 0.178], [-0.189, 0.303, -0.377], [0.067, -0.094, 0.015], [0.241, -0.147, -0.004], [-0.215, 0.331, -0.041], [0.516, 0.569, 0.009], [0.524, 0.534, 0.127], [-0.307, 0.920, -0.055], [0.841, 0.651, -0.015], [-0.872, -0.970, 0.296], [0.128, 0.619, 0.587], [-0.201, -0.726, -0.109], [0.326, 0.738, -0.306], [-0.778, 0.010, -0.288], [1.249, -0.802, -1.141], [-0.364, 0.155, 0.032], [-0.095, -0.427, -0.417], [0.163, -0.341, -0.041], [0.161, 0.243, 0.004], [0.223, 0.342, -0.017], [0.202, 0.117, 0.366], [-0.481, 0.173, 0.146], [-0.536, 0.497, 0.558], [-0.966, 0.243, -0.133], [0.104, 0.934, 1.928], [-0.479, -0.280, -0.179], [0.918, 1.030, 0.295], [-0.132, -0.764, -0.849], [-0.287, -0.088, 0.332], [-0.914, 0.398, -1.827], [0.600, 0.148, 0.068], [0.263, -0.228, -0.337], [0.191, -0.499, -0.059], [0.110, -0.388, -0.169], [-0.037, -0.170, -0.880], [0.595, -0.254, 0.194], [0.168, -0.226, 0.880], [-0.004, 0.020, 0.421], [0.642, -0.455, -0.628], [1.092, -0.935, 1.303], [0.214, 1.105, -0.611], [0.298, -0.266, 0.972], [-0.293, -0.055, -0.501], [0.450, -0.209, 0.313], [-0.923, -0.593, 0.199], [-0.425, -0.057, 0.227], [-0.273, -0.025, -0.039], [-0.122, 0.353, -0.267], [-0.836, 0.287, -0.442], [0.167, 0.109, 0.018], [0.125, 0.627, -0.265], [-0.168, -0.152, -0.475], [0.518, 0.252, 0.176], [-0.439, 0.717, 0.615], [-0.968, -0.147, 1.312], [0.110, 1.177, -0.780], [-0.475, -1.019, -1.007], [-0.106, 0.401, 1.067], [0.338, -1.123, 0.370], [0.179, 1.563, -1.430], [0.019, 0.167, -0.281], [0.382, -0.439, -0.410], [0.183, -0.215, -0.089], [0.349, -0.138, -0.127], [0.402, -0.255, -0.498], [0.155, -0.220, -0.130], [-0.355, -0.108, 0.624], [0.190, -0.352, 0.753]],
  "charge": 1,
  "relative_energy_kcal_mol": 55.0,
  "s_squared": 3.75,
  "homo_lumo_gap_ev": [11.653, 10.345],
  "spin_multiplicity": 4
}

(3)
{
  "formula": "C32H44IN2O12S",
  "method": "the ωB97M-V functional and the def2-TZVPD basis",
  "symbols": ["C", "C", "S", "C", "C", "C", "C", "O", "C", "O", "C", "C", "O", "C", "C", "C", "C", "C", "C", "O", "C", "C", "N", "N", "C", "C", "C", "I", "H", "H", "H", "H", "H", "H", "H", "H", "H", "H", "H", "H", "H", "H", "H", "H", "H", "H", "H", "H", "H", "H", "H", "H", "H", "H", "H", "H", "H", "H", "H", "H", "H", "H", "H", "H", "C", "C", "C", "O", "C", "C", "C", "O", "O", "O", "H", "H", "H", "H", "C", "C", "C", "O", "C", "C", "C", "O", "O", "O", "H", "H", "H", "H"],
  "positions_angstrom": [[0.3723, 4.0242, 1.7278], [-0.3468, 3.0591, 2.8412], [0.0273, 1.2310, 2.6701], [0.1262, 0.9232, 0.8262], [-0.6196, -0.4924, 0.3415], [0.2924, -1.8765, 0.1121], [1.9105, -1.9705, 0.3803], [2.7415, -1.1866, -0.5445], [4.0538, -1.8044, -0.7873], [4.6930, -2.4040, 0.3936], [5.2606, -1.3947, 1.3006], [4.5983, -1.7113, 2.8035], [3.9822, -0.4911, 3.3618], [-0.6386, -3.1207, -0.4138], [0.0260, -4.6024, -0.7722], [-0.4251, -4.9246, -2.3504], [-0.0077, -3.7195, -3.3924], [1.5851, -3.3207, -3.3736], [2.0013, -2.1452, -4.4631], [3.4630, -1.9187, -4.4020], [3.9041, -0.9287, -5.3986], [-2.2470, -2.9627, -0.6094], [-2.8812, -1.6578, -0.3060], [-2.0886, -0.6343, 0.0844], [-2.8679, 0.6754, 0.3631], [-4.4930, 0.4876, 0.3171], [-5.1671, 0.4880, -1.1724], [-3.7758, 0.6155, -2.8502], [1.5435, 3.9411, 1.6812], [-0.0693, 3.9261, 0.6347], [0.1466, 5.1507, 2.0506], [-1.5109, 3.2965, 2.7914], [0.0240, 3.4389, 3.9106], [-0.3267, 1.8116, 0.1698], [1.2761, 0.8802, 0.5082], [2.1068, -1.5162, 1.4668], [2.1814, -3.1059, 0.4579], [3.8871, -2.6913, -1.5679], [4.8320, -1.0049, -1.2130], [5.1172, -0.2839, 0.9621], [6.4144, -1.6733, 1.4256], [3.8001, -2.5954, 2.7560], [5.4227, -2.0975, 3.5759], [3.6226, -0.0074, 2.5376], [1.1964, -4.6019, -0.7829], [-0.4489, -5.4154, -0.0614], [0.2032, -5.8971, -2.6413], [-1.5678, -5.1968, -2.4071], [-0.2391, -4.1216, -4.4895], [-0.6690, -2.7479, -3.2431], [2.2682, -4.2768, -3.5199], [1.8333, -2.8854, -2.3084], [1.7258, -2.4922, -5.5696], [1.4598, -1.1169, -4.2172], [4.2285, -1.4262, -6.4129], [4.8436, -0.3258, -4.9852], [3.0534, -0.1490, -5.6359], [-2.9180, -3.8681, -0.9714], [-2.5970, 0.9280, 1.4985], [-2.4529, 1.5829, -0.2607], [-4.9518, 1.4285, 0.8914], [-4.8925, -0.4538, 0.9029], [-5.9977, 1.3449, -1.1950], [-5.7857, -0.5277, -1.2780], [4.2767, 3.7917, -2.7848], [3.5724, 4.9073, -2.5843], [2.1246, 4.8566, -2.2394], [1.5082, 5.8979, -2.0423], [1.4826, 3.5357, -2.1528], [2.1863, 2.4204, -2.3567], [3.6398, 2.4703, -2.6744], [4.2640, 1.4274, -2.8385], [1.5886, 1.1758, -2.2796], [4.1636, 6.1529, -2.6890], [5.3302, 3.8139, -3.0340], [0.4259, 3.5139, -1.9189], [2.3053, 0.5303, -2.4646], [3.4483, 6.7980, -2.4981], [-6.8643, 1.5471, 5.8589], [-7.0212, 1.2210, 4.5745], [-5.9227, 0.5808, 3.7991], [-6.1028, 0.2752, 2.6256], [-4.6432, 0.3422, 4.4851], [-4.4854, 0.6716, 5.7686], [-5.5927, 1.2863, 6.5510], [-5.4235, 1.5612, 7.7342], [-3.2848, 0.4526, 6.4187], [-8.2125, 1.4655, 3.9165], [-7.6550, 2.0109, 6.4350], [-3.8475, -0.1073, 3.9050], [-3.4229, 0.7733, 7.3366], [-8.0763, 1.1393, 3.0003]],
  "atomic_forces_ev_per_a": [[-0.099, 1.128, 0.050], [-0.405, 2.283, -0.304], [-0.315, 0.623, -0.629], [-0.035, -0.013, -2.250], [0.638, -3.990, -0.953], [-4.895, 0.503, -1.314], [-0.638, 0.050, 1.641], [0.123, -1.298, 0.894], [1.461, -1.236, -0.790], [-0.962, 2.397, -1.288], [0.877, -1.525, 1.961], [0.343, -0.317, 0.199], [-0.088, -0.426, -2.684], [0.006, 1.767, 0.814], [-1.208, 0.939, -1.133], [1.018, -0.388, 0.187], [-0.021, -0.172, -1.096], [0.259, 0.409, 0.587], [-0.215, -0.414, -0.327], [-1.368, 0.802, -0.856], [0.475, 0.886, -0.510], [2.683, 3.458, 1.612], [3.907, -3.846, -0.772], [2.679, 1.244, 0.599], [-0.797, 0.616, 2.081], [-0.151, 0.807, -0.109], [-2.276, -0.735, 1.517], [-0.762, 0.078, 0.629], [-2.340, -0.143, 0.172], [0.887, 0.008, 2.323], [0.431, -2.468, -0.684], [2.432, -0.772, 0.118], [-0.723, -1.323, -2.319], [0.867, -1.998, 1.618], [-2.700, -0.380, 0.532], [-0.683, -1.075, -2.192], [-0.370, 2.188, -0.462], [0.548, 1.914, 1.793], [-2.330, -1.428, 0.701], [0.135, -2.121, 0.573], [-2.443, 0.940, -0.591], [1.640, 1.901, -0.285], [-1.742, 1.157, -1.762], [0.732, -0.978, 2.136], [-2.397, 0.150, 0.471], [1.187, 1.722, -1.362], [-1.515, 2.076, 0.534], [2.295, 0.660, 0.009], [0.337, 0.865, 2.354], [1.356, -2.013, -0.166], [-1.458, 1.980, 0.117], [-0.402, -0.784, -2.025], [0.378, 0.741, 2.329], [0.866, -2.150, -0.498], [-0.755, 0.727, 1.979], [-2.141, -1.487, -0.673], [1.569, -1.487, 0.538], [1.463, 2.397, 0.928], [-0.518, -0.560, -2.385], [-0.960, -2.192, 0.849], [1.297, -2.063, -1.258], [1.322, 2.032, -1.266], [2.177, -1.758, -0.375], [1.620, 2.256, -0.061], [0.000, -0.526, -0.004], [1.289, 1.604, -0.274], [-0.983, 0.543, 0.233], [0.682, -0.723, -0.169], [0.023, 0.279, 0.087], [-1.300, -1.298, 0.192], [1.137, -0.152, -0.292], [-0.732, 0.460, 0.215], [1.350, 1.271, -0.249], [-1.566, -1.490, 0.348], [-0.066, -0.004, 0.018], [0.021, 0.026, -0.067], [-0.212, 0.081, 0.166], [0.312, -0.203, -0.085], [0.223, 0.007, 0.276], [-1.748, 0.544, -0.412], [0.528, -0.353, -0.350], [-0.356, 0.212, 0.892], [-0.330, -0.001, -0.487], [2.030, -0.533, 0.549], [-0.649, 0.537, 1.080], [0.204, -0.352, -1.072], [-2.032, 0.618, -0.347], [1.920, -0.649, 0.158], [0.050, -0.043, -0.029], [-0.013, -0.015, 0.053], [0.054, -0.135, -0.306], [-0.128, 0.134, 0.409]],
  "charge": 1,
  "homo_lumo_gap_ev": 7.701
}